Here is C7H16IO3Re as an isolated structure from the Open Molecules 2025 dataset. Energies are from ωB97M-V/def2-TZVPD.

```
28
Properties=species:S:1:pos:R:3:nbo_charge:R:1
Re -0.90511 -0.28006 -0.78845 1.46
C 1.70237 -1.65993 -1.20119 -0.25
O 0.96659 -0.34205 -1.16075 -0.51
C 1.85175 0.87678 -1.01567 -0.10
C 0.91887 2.03867 -1.16354 -0.12
O -0.30212 1.71272 -0.43528 -0.55
C -0.54892 2.12877 0.94931 -0.12
C -0.27320 0.96401 1.85402 -0.11
O -0.77968 -0.25449 1.15806 -0.53
C -0.77608 -1.47366 2.03174 -0.25
H 2.18174 -1.72689 -2.17360 0.27
H 2.41914 -1.64445 -0.38475 0.25
H 0.95801 -2.44346 -1.07512 0.23
H 2.35686 0.77781 -0.05623 0.24
H 2.58727 0.85618 -1.82027 0.28
H 1.34794 2.98390 -0.83077 0.28
H 0.59941 2.15540 -2.19926 0.25
H 0.05177 3.00233 1.19993 0.28
H -1.59889 2.41594 0.97212 0.25
H 0.77887 0.77863 2.06805 0.23
H -0.81380 1.07631 2.79372 0.28
H -1.38716 -1.24376 2.89967 0.26
H -1.21038 -2.28126 1.45189 0.23
H 0.25466 -1.68062 2.30816 0.24
I -2.85748 -0.34894 -2.53487 0.73
C -2.33552 -1.77826 -1.03348 -0.80
H -2.03520 -2.71933 -1.49410 0.30
H -3.15171 -1.89028 -0.31934 0.28
```

The value obtained for the HOMO-LUMO gap (alpha / beta) is 7.6 / 7.7 eV. As for the expectation value of S²: 0.806. Its total charge is +3. Its spin multiplicity is 2.

=====

Here is an isolated ion of composition C3H7N2 and charge +1 at a distorted geometry from the Open Molecules 2025 dataset. Energies are from ωB97M-V/def2-TZVPD.

```
12
Properties=species:S:1:pos:R:3:nbo_charge:R:1
N 2.22295 -0.19479 0.12271 -0.51
C 1.00971 0.01898 -0.01955 0.33
C -0.27353 -1.19218 -0.03242 -0.28
N -1.18569 0.09185 0.01307 -0.52
C -0.06024 1.01041 0.01980 -0.32
H 2.84708 0.54434 0.18539 0.38
H -0.36856 -1.70500 -0.92708 0.23
H -0.33685 -1.99321 0.68333 0.26
H -1.72720 -0.05864 -0.83565 0.44
H -1.94869 0.13945 0.68434 0.45
H -0.17035 1.53235 0.87873 0.25
H -0.00862 1.80645 -0.77267 0.27
```

The SMILES is N=C1C[NH2+]C1. The value obtained for the HOMO-LUMO gap is 10.8 eV. Its total charge is +1.

=====

Here is an isolated ion of composition CH2ClO3S and charge -1 at a distorted geometry from the Open Molecules 2025 dataset. Energies are from ωB97M-V/def2-TZVPD.

```
8
Properties=species:S:1:pos:R:3:nbo_charge:R:1
C -0.51387 -0.65175 -0.50673 -0.08
O -1.66753 2.69773 -0.66553 -1.00
O -2.14454 1.12164 -2.46246 -1.01
O 0.01241 0.53303 -1.03512 -0.81
S -1.10722 1.89748 -1.76048 1.68
Cl 0.34903 -2.09779 -1.11436 -0.15
H -0.22718 -0.63826 0.62386 0.16
H -1.67919 -0.62181 -0.73213 0.20
```

The value obtained for the HOMO-LUMO gap is 8.2 eV. Its total charge is -1.

=====

Here is a 15-piece molecular cluster, H30O15 overall at a distorted geometry from the Open Molecules 2025 dataset. Energies are from ωB97M-V/def2-TZVPD.

```
45
Properties=species:S:1:pos:R:3:nbo_charge:R:1
H -0.35556 -0.99098 -0.22879 0.46
H 0.72326 0.09787 -0.01225 0.50
H -5.68090 -2.14844 -0.83117 0.48
H -4.25840 -2.71269 -1.34378 0.46
H -3.11422 2.32156 -1.01744 0.48
H -2.95662 0.90479 -0.47375 0.48
H 2.03883 -0.13041 1.46181 0.50
H 2.85442 -0.10094 0.13640 0.44
H -2.75028 -2.13962 0.53452 0.47
H -2.43626 -0.58038 0.74691 0.50
H -1.04591 4.51911 1.81414 0.46
H -1.66524 3.66728 0.71379 0.49
H 3.70486 -0.00740 -2.63868 0.48
H 4.41544 -1.29096 -3.40447 0.49
H 4.63483 -2.05601 2.72864 0.45
H 4.57454 -1.32826 1.43927 0.45
H 3.13598 1.31016 -1.45403 0.46
H 3.30765 2.75533 -2.09970 0.48
H -4.04342 -0.62660 2.35543 0.47
H -3.55126 0.84749 2.34904 0.48
H 0.23654 1.92981 -3.34249 0.46
H 0.19738 3.31880 -2.82558 0.46
H 3.20798 2.45879 3.61320 0.47
H 1.71800 2.26961 3.45138 0.46
H -1.04402 -3.59085 1.30084 0.47
H -1.23007 -3.04068 -0.17191 0.46
H 4.13277 -1.93041 -0.24485 0.46
H 2.63201 -1.82712 -0.06961 0.45
H -2.84171 -1.15505 -1.39010 0.47
H -3.61886 -1.05915 -2.64454 0.46
O 0.11117 -0.46101 0.40982 -0.97
O -4.74551 -2.08027 -0.71635 -0.94
O -3.06006 1.75867 -0.21225 -0.96
O 2.37463 0.42648 0.80527 -0.94
O -3.00029 -1.24168 0.26203 -0.95
O -1.47899 4.57117 1.02185 -0.95
O 4.35041 -0.80196 -2.54789 -0.98
O 3.92226 -1.74584 2.12421 -0.91
O 2.69159 2.04407 -1.97844 -0.93
O -4.15038 0.20387 2.72544 -0.95
O 0.13222 2.38153 -2.52161 -0.92
O 2.51499 1.73288 3.55331 -0.93
O -0.76484 -3.65913 0.43083 -0.93
O 3.33387 -2.33228 0.16747 -0.89
O -3.15283 -0.48115 -1.97591 -0.95
```

The value obtained for the HOMO-LUMO gap is 9.6 eV. Its total charge is 0.

=====

Here is C45H31AsN7O2S5W as an isolated structure at a distorted geometry from the Open Molecules 2025 dataset. Energies are from ωB97M-V/def2-TZVPD.

```
92
Properties=species:S:1:pos:R:3:lowdin_spin:R:1
W 0.41691 -0.07463 -0.33654 1.65
S 0.92818 -1.34995 -2.56210 -0.01
C 2.56946 -1.50667 -2.08599 0.00
S 2.78767 -1.05933 -0.42841 0.01
C 3.60045 -1.93605 -2.88485 0.01
C 4.91758 -2.07294 -2.36793 0.00
N 5.98517 -2.19691 -1.95104 0.00
C 3.39975 -2.25635 -4.25426 0.00
N 3.25680 -2.50846 -5.36968 0.01
O -5.04168 1.30595 -0.68505 0.00
C -4.87124 0.38511 -1.64562 0.00
C -5.97281 0.04568 -2.42983 0.00
C -5.85042 -0.87600 -3.45129 0.00
C -4.63017 -1.49627 -3.70435 0.00
C -3.53768 -1.18539 -2.92107 0.00
C -3.63932 -0.24621 -1.89229 0.00
C -2.43860 0.09116 -1.12631 0.00
O -1.34004 -0.55883 -1.33576 0.03
N -2.44870 1.09367 -0.29957 0.01
N -1.17798 1.35263 0.18657 -0.01
C -1.14416 2.47509 0.83667 0.06
S 0.35491 3.28113 1.18205 0.03
C -0.39746 4.70432 2.05646 0.01
C -1.80734 4.33357 2.45858 0.00
S -2.58316 3.43837 1.08194 0.02
H -4.16761 1.50428 -0.27845 0.00
H -6.91818 0.53032 -2.22288 0.00
H -6.71152 -1.11149 -4.06404 0.00
H -4.53545 -2.21231 -4.50968 0.00
H -2.57983 -1.65880 -3.09158 0.00
H -0.37585 5.54327 1.36209 0.00
H 0.22776 4.91701 2.92406 0.00
H -2.41225 5.21232 2.68009 0.00
H -1.80857 3.65285 3.30680 0.00
S -1.46738 0.53717 3.64911 0.00
C -0.16524 1.40841 4.37801 0.00
C -0.33229 2.22501 5.50699 0.00
C 0.73266 2.94174 6.02246 0.00
C 1.99594 2.83250 5.45807 0.00
C 2.19434 1.99819 4.36657 0.00
C 1.12906 1.29676 3.81620 0.00
As 1.26187 0.11460 2.23036 0.02
C 1.25935 -1.61633 3.17070 0.00
C 1.89037 -2.72049 2.59981 0.00
C 1.86253 -3.95832 3.22526 0.00
C 1.19258 -4.11373 4.42974 0.00
C 0.58942 -3.01420 5.02090 0.00
C 0.62885 -1.77332 4.40030 0.00
C 3.22137 0.36847 2.11378 0.00
C 4.17314 -0.50794 2.61825 0.00
C 5.52752 -0.23402 2.47956 0.00
C 5.94563 0.93065 1.85821 0.00
C 5.00247 1.83647 1.39207 0.00
C 3.65354 1.55289 1.51858 0.00
H -1.31236 2.28522 5.96405 0.00
H 0.58284 3.58944 6.87907 0.00
H 2.82890 3.38919 5.86837 0.00
H 3.18734 1.89678 3.95208 0.00
H 2.41797 -2.61662 1.66076 0.00
H 2.35661 -4.80431 2.76175 0.00
H 1.14112 -5.08577 4.90509 0.00
H 0.07600 -3.11714 5.96886 0.00
H 0.15526 -0.92424 4.87217 0.00
H 3.86112 -1.41572 3.11667 0.00
H 6.25881 -0.94318 2.84644 0.00
H 7.00123 1.13304 1.72911 0.00
H 5.31766 2.75886 0.91924 0.00
H 2.91936 2.25586 1.15105 0.00
N -0.13587 -6.81286 -0.10623 0.00
C -0.43543 -5.73965 0.17605 0.00
C -0.84452 -4.42818 0.56465 0.00
C -1.98066 -4.26121 1.36007 0.01
C -2.32988 -2.97667 1.72396 0.00
C -1.54998 -1.91969 1.29678 0.01
N -0.43544 -2.07940 0.56610 0.01
C -0.10676 -3.31259 0.19828 0.01
H -2.55740 -5.12168 1.66973 0.00
H -3.19130 -2.77698 2.34517 0.00
H -1.80543 -0.90560 1.56868 0.00
H 0.78744 -3.41877 -0.40544 0.00
N 2.31062 6.14461 -4.24164 0.01
C 2.05231 5.15994 -3.70380 0.00
C 1.73257 3.95211 -3.01454 0.02
C 2.71503 3.26595 -2.30156 -0.01
C 2.38505 2.13267 -1.58050 0.03
C 1.07466 1.63287 -1.49870 0.00
C 0.12812 2.31675 -2.28802 0.03
C 0.43188 3.44583 -3.02234 -0.01
H 3.73667 3.62501 -2.31859 0.00
H 3.18773 1.61600 -1.07084 0.00
H -0.89570 1.96024 -2.33301 0.00
H -0.33582 3.94129 -3.60327 0.00
```

The value obtained for the HOMO-LUMO gap (alpha / beta) is 6.6 / 6.1 eV. As for the expectation value of S²: 2.031. Its total charge is -1. Its spin multiplicity is 3.